(1)
{
  "formula": "C3H6NO2",
  "method": "ωB97M-V/def2-TZVPD",
  "species": ["C", "N", "C", "C", "O", "O", "H", "H", "H", "H", "H", "H"],
  "coordinates": [[-0.329, 1.741, -0.772], [-0.676, 0.775, 0.080], [0.274, -0.202, 0.688], [0.327, -1.604, 0.003], [1.517, -2.144, 0.244], [-1.079, 2.443, -1.431], [0.778, 1.796, -0.853], [-1.562, 0.905, 0.545], [1.250, 0.248, 0.517], [-0.100, -0.367, 1.697], [-0.552, -2.184, 0.369], [0.151, -1.408, -1.086]],
  "lowdin_charge": [-0.42, 0.01, -0.19, -0.58, -0.36, -0.04, 0.13, 0.13, 0.09, 0.10, 0.07, 0.08],
  "homo_energy_ev": -2.57,
  "charge": -1,
  "orbital_gap_ev": 6.582,
  "smiles": "O=CNCC[O-]",
  "relative_energy_kj_mol": 209.79
}

---

(2)
{
  "formula": "C10H12N4O",
  "method": "ωB97M-V/def2-TZVPD",
  "species": ["C", "C", "C", "C", "C", "C", "C", "C", "C", "C", "N", "N", "N", "N", "O", "H", "H", "H", "H", "H", "H", "H", "H", "H", "H", "H", "H"],
  "coordinates": [[2.308, 0.797, -1.184], [1.407, -0.195, -1.073], [2.540, -0.825, 0.829], [-1.053, 1.081, -0.238], [-1.437, -0.158, -0.445], [0.348, -0.496, -2.111], [-1.680, 2.066, 0.681], [-0.808, -1.124, -1.341], [-2.709, -0.311, 0.301], [-2.780, 1.103, 1.169], [1.546, -1.058, -0.064], [3.451, 0.137, 0.718], [3.284, 0.996, -0.265], [2.496, -1.629, 1.889], [4.075, 1.975, -0.301], [0.197, 0.480, -2.624], [0.739, -1.093, -2.815], [-1.107, 2.355, 1.507], [-1.919, 2.907, 0.033], [-0.383, -1.939, -0.763], [-1.429, -1.618, -2.053], [-3.512, -0.490, -0.396], [-2.545, -0.899, 1.172], [-2.624, 0.760, 2.124], [-3.726, 1.553, 1.194], [1.993, -2.495, 1.634], [3.328, -1.883, 2.421]],
  "mulliken_spin": [0.96, -0.04, -0.02, 0.93, -0.13, 0.09, 0.03, -0.02, 0.11, 0.06, 0.07, 0.06, -0.03, -0.01, -0.04, 0.01, 0.00, -0.01, 0.00, 0.00, 0.00, -0.01, -0.01, 0.00, 0.00, 0.00, 0.00],
  "homo_energy_ev": [-8.13, -8.85],
  "multiplicity": 3,
  "charge": 0,
  "orbital_gap_ev": [8.282, 7.402],
  "s_squared": 2.02,
  "relative_energy_kj_mol": 259.84
}

---

(3)
{
  "formula": "C25H49ClO10",
  "method": "ωB97M-V/def2-TZVPD",
  "species": ["C", "C", "Cl", "C", "C", "C", "C", "O", "C", "C", "C", "O", "H", "H", "H", "H", "H", "H", "H", "H", "H", "C", "O", "C", "C", "O", "C", "H", "H", "H", "H", "H", "H", "H", "H", "H", "H", "C", "O", "C", "C", "O", "C", "H", "H", "H", "H", "H", "H", "H", "H", "H", "H", "C", "O", "C", "C", "O", "C", "H", "H", "H", "H", "H", "H", "H", "H", "H", "H", "C", "O", "C", "C", "O", "C", "H", "H", "H", "H", "H", "H", "H", "H", "H", "H"],
  "coordinates": [[-3.447, 1.025, 2.300], [-2.911, 2.397, 1.883], [-3.981, 3.713, 2.482], [-2.799, 2.499, 0.365], [-2.275, 3.788, -0.194], [-2.957, 4.501, -1.096], [-2.419, 5.768, -1.643], [-3.130, 6.673, -2.025], [-0.937, 5.869, -1.666], [-0.238, 5.179, -0.770], [-0.942, 4.330, 0.231], [-0.455, 4.119, 1.321], [-4.300, 1.105, 2.967], [-2.665, 0.479, 2.829], [-3.716, 0.438, 1.425], [-1.951, 2.599, 2.347], [-2.171, 1.673, 0.018], [-3.801, 2.351, -0.043], [-3.946, 4.205, -1.426], [-0.488, 6.529, -2.397], [0.842, 5.222, -0.721], [1.583, -1.411, -2.595], [2.173, -0.123, -2.586], [1.300, 0.913, -3.003], [0.718, 1.669, -1.829], [-0.095, 0.854, -1.001], [0.594, 0.380, 0.146], [2.233, -2.070, -2.022], [0.591, -1.401, -2.137], [1.502, -1.796, -3.617], [0.495, 0.506, -3.623], [1.880, 1.610, -3.617], [0.095, 2.486, -2.208], [1.525, 2.109, -1.232], [0.720, 1.180, 0.885], [1.575, -0.022, -0.113], [-0.008, -0.412, 0.590], [7.214, -1.682, -1.677], [6.736, -0.863, -2.725], [5.388, -0.450, -2.562], [5.279, 0.951, -2.006], [5.804, 1.054, -0.692], [7.117, 1.579, -0.639], [8.297, -1.737, -1.775], [6.965, -1.268, -0.696], [6.801, -2.694, -1.752], [4.852, -1.150, -1.912], [4.912, -0.476, -3.546], [4.221, 1.219, -1.961], [5.786, 1.655, -2.674], [7.114, 2.659, -0.822], [7.773, 1.097, -1.368], [7.500, 1.394, 0.363], [-4.820, -3.321, -2.931], [-4.156, -3.799, -1.776], [-3.000, -3.057, -1.432], [-3.260, -2.057, -0.328], [-4.170, -1.045, -0.726], [-5.490, -1.264, -0.263], [-5.799, -3.796, -2.962], [-4.950, -2.237, -2.902], [-4.269, -3.591, -3.839], [-2.601, -2.541, -2.312], [-2.244, -3.770, -1.088], [-2.317, -1.567, -0.072], [-3.621, -2.568, 0.570], [-5.572, -1.022, 0.802], [-5.808, -2.297, -0.417], [-6.151, -0.603, -0.823], [0.121, -0.684, 3.968], [-0.601, -1.680, 3.267], [0.171, -2.821, 2.934], [-0.053, -3.967, 3.897], [0.381, -3.656, 5.207], [-0.663, -3.269, 6.082], [-0.605, 0.010, 4.388], [0.720, -1.101, 4.780], [0.780, -0.135, 3.285], [1.235, -2.565, 2.902], [-0.130, -3.142, 1.932], [0.523, -4.831, 3.553], [-1.112, -4.247, 3.900], [-1.259, -4.136, 6.386], [-1.321, -2.527, 5.622], [-0.200, -2.834, 6.966]],
  "lowdin_charge": [-0.09, -0.70, 0.62, -0.18, -0.15, 0.06, -0.38, 0.11, 0.02, 0.01, -0.33, 0.11, 0.06, 0.07, 0.05, 0.08, 0.12, 0.12, 0.13, 0.12, 0.12, -0.10, -0.22, -0.19, -0.20, -0.20, -0.09, 0.09, 0.08, 0.09, 0.13, 0.13, 0.12, 0.13, 0.09, 0.09, 0.08, -0.11, -0.19, -0.21, -0.20, -0.19, -0.11, 0.09, 0.08, 0.09, 0.12, 0.13, 0.11, 0.13, 0.09, 0.08, 0.09, -0.11, -0.19, -0.21, -0.20, -0.20, -0.11, 0.09, 0.08, 0.09, 0.13, 0.12, 0.11, 0.13, 0.08, 0.09, 0.09, -0.10, -0.21, -0.21, -0.21, -0.19, -0.11, 0.09, 0.09, 0.08, 0.13, 0.12, 0.13, 0.13, 0.09, 0.08, 0.09],
  "homo_energy_ev": -9.21,
  "charge": 0,
  "orbital_gap_ev": 8.105,
  "smiles": "C[C@H](Cl)CC1=CC(=O)C=CC1=O.COCCOC.COCCOC.COCCOC.COCCOC",
  "relative_energy_kj_mol": 0.00
}

---

(4)
{
  "formula": "C17H24FNPdSe3Si2Te",
  "method": "ωB97M-V/def2-TZVPD",
  "species": ["Pd", "C", "Si", "C", "C", "N", "C", "C", "C", "C", "C", "C", "F", "H", "H", "H", "H", "H", "H", "H", "H", "H", "H", "H", "H", "H", "Se", "Se", "Te", "Se", "C", "Si", "C", "C", "C", "C", "C", "C", "C", "H", "H", "H", "H", "H", "H", "H", "H", "H", "H", "H"],
  "coordinates": [[-0.196, 0.844, 0.173], [-0.599, -2.609, 1.255], [-1.387, -2.165, -0.386], [-2.688, -3.493, -0.683], [-0.274, -2.344, -1.895], [-1.832, -0.482, -0.340], [-3.074, 0.059, -0.574], [-4.278, -0.702, -0.608], [-5.520, -0.182, -0.901], [-5.684, 1.168, -1.188], [-4.561, 1.967, -1.140], [-3.334, 1.417, -0.827], [-2.298, 2.335, -0.756], [-0.027, -3.540, 1.211], [-1.405, -2.746, 1.984], [0.036, -1.820, 1.652], [-2.138, -4.429, -0.836], [-3.283, -3.316, -1.581], [-3.363, -3.650, 0.163], [0.364, -3.235, -1.861], [0.348, -1.462, -2.065], [-0.926, -2.435, -2.767], [-4.216, -1.748, -0.363], [-6.379, -0.842, -0.894], [-6.656, 1.584, -1.414], [-4.608, 3.033, -1.322], [-0.869, 0.980, 2.490], [0.288, 2.809, 1.661], [-0.099, 2.095, -1.978], [-0.675, 0.876, -3.835], [2.406, -1.234, -0.050], [2.221, 0.615, -0.206], [2.987, 1.133, -1.838], [3.194, 1.411, 1.163], [4.030, 2.503, 0.940], [4.765, 3.064, 1.979], [4.678, 2.525, 3.255], [3.858, 1.426, 3.490], [3.121, 0.877, 2.453], [3.489, -1.371, 0.062], [2.073, -1.798, -0.922], [1.930, -1.644, 0.835], [4.046, 0.859, -1.734], [2.963, 2.200, -2.068], [2.576, 0.588, -2.689], [4.112, 2.939, -0.050], [5.403, 3.918, 1.792], [5.248, 2.961, 4.066], [3.783, 1.008, 4.486], [2.452, 0.051, 2.663]],
  "lowdin_charge": [0.05, -0.19, 0.38, -0.19, -0.20, -0.18, -0.32, -0.04, -0.10, -0.11, -0.03, -0.23, -0.21, 0.04, 0.04, -0.04, 0.04, 0.03, 0.03, 0.04, -0.04, 0.03, 0.07, 0.10, 0.10, 0.12, 0.10, 0.10, 0.77, 0.04, -0.17, 0.46, -0.28, -0.38, -0.11, -0.08, -0.08, -0.07, -0.14, 0.06, 0.02, 0.01, 0.05, 0.02, 0.01, 0.10, 0.10, 0.10, 0.11, 0.09],
  "homo_energy_ev": [-7.19, -7.19],
  "charge": 0,
  "orbital_gap_ev": [4.552, 4.553],
  "relative_energy_kj_mol": 333.87
}

---

Repeat the second record exactly.
{
  "formula": "C10H12N4O",
  "method": "ωB97M-V/def2-TZVPD",
  "species": ["C", "C", "C", "C", "C", "C", "C", "C", "C", "C", "N", "N", "N", "N", "O", "H", "H", "H", "H", "H", "H", "H", "H", "H", "H", "H", "H"],
  "coordinates": [[2.308, 0.797, -1.184], [1.407, -0.195, -1.073], [2.540, -0.825, 0.829], [-1.053, 1.081, -0.238], [-1.437, -0.158, -0.445], [0.348, -0.496, -2.111], [-1.680, 2.066, 0.681], [-0.808, -1.124, -1.341], [-2.709, -0.311, 0.301], [-2.780, 1.103, 1.169], [1.546, -1.058, -0.064], [3.451, 0.137, 0.718], [3.284, 0.996, -0.265], [2.496, -1.629, 1.889], [4.075, 1.975, -0.301], [0.197, 0.480, -2.624], [0.739, -1.093, -2.815], [-1.107, 2.355, 1.507], [-1.919, 2.907, 0.033], [-0.383, -1.939, -0.763], [-1.429, -1.618, -2.053], [-3.512, -0.490, -0.396], [-2.545, -0.899, 1.172], [-2.624, 0.760, 2.124], [-3.726, 1.553, 1.194], [1.993, -2.495, 1.634], [3.328, -1.883, 2.421]],
  "mulliken_spin": [0.96, -0.04, -0.02, 0.93, -0.13, 0.09, 0.03, -0.02, 0.11, 0.06, 0.07, 0.06, -0.03, -0.01, -0.04, 0.01, 0.00, -0.01, 0.00, 0.00, 0.00, -0.01, -0.01, 0.00, 0.00, 0.00, 0.00],
  "homo_energy_ev": [-8.13, -8.85],
  "multiplicity": 3,
  "charge": 0,
  "orbital_gap_ev": [8.282, 7.402],
  "s_squared": 2.02,
  "relative_energy_kj_mol": 259.84
}

---

What is the formula in the third record?
C25H49ClO10